Run i
The following is a quantum chemistry calculation of a 6-piece molecular cluster, CH14O5S2 overall, from the Open Molecules 2025 dataset.

```
! wB97M-V def2-TZVPD RIJCOSX def2/J DEFGRID3
* xyz 0 1
C 0.61562 -1.24766 -2.26845
S 2.31298 -0.84211 -2.70973
S 2.73578 0.96261 -1.84078
H -0.15355 -0.50021 -2.50985
H 0.33396 -1.56774 -1.36237
H 0.44571 -1.95846 -3.03203
H 2.36055 0.67745 -0.47121
O 2.58857 -0.16701 0.96502
H 1.71159 -0.48005 1.32957
H 2.78906 0.52089 1.61367
O -0.31287 -1.02169 2.75232
H -0.89911 -0.74607 3.44572
H -0.50992 -1.92973 2.47581
O -1.07435 2.46129 1.78832
H -1.26113 1.48526 1.61953
H -1.91554 3.00486 1.48228
O -1.03556 1.97803 -1.14419
H -1.44177 2.43800 -0.29386
H -0.23223 1.60061 -0.84729
O -2.43881 -1.70700 0.00736
H -1.60978 -1.90117 -0.55242
H -3.00920 -1.06008 -0.44742
*
```

HOMO: -8.00 eV
SMILES: CSS.O.O.O.O.O
LUMO energy: 0.0 eV

Löwdin atomic charge list, values in e, 6 entries: -0.494 0.378 0.252 0.048 -0.035 0.005



Run ii
The following is a quantum chemistry calculation of a 6-piece molecular cluster, CH14O5S2 overall, from the Open Molecules 2025 dataset.

```
! wB97M-V def2-TZVPD RIJCOSX def2/J DEFGRID3
* xyz 0 1
C 0.09712 -2.26390 0.61126
S -1.19517 -2.55968 1.87920
S -2.62744 -1.19053 1.60304
H -0.32175 -2.22396 -0.38506
H 0.70589 -3.15345 0.57036
H 0.72723 -1.46729 0.98747
H -3.39300 -1.51698 0.59129
O 1.52594 -1.86057 -2.10350
H 2.45994 -2.08289 -2.15289
H 1.34244 -1.06862 -2.62208
O 0.25143 0.78480 3.17647
H 0.90261 0.18613 3.53585
H 0.17924 0.67399 2.22638
O 1.78034 1.37035 -0.92267
H 1.56071 2.26866 -1.14960
H 1.42876 0.72992 -1.56395
O -1.31256 1.35768 -2.13721
H -2.17512 1.07387 -2.43376
H -1.52241 2.11174 -1.58713
O -0.45990 3.01384 0.48772
H 0.03082 2.20659 0.31337
H 0.01487 3.61029 1.07546
*
```

HOMO: -8.71 eV
SMILES: CSS.O.O.O.O.O
LUMO energy: 0.3 eV

Löwdin atomic charge list, values in e, 6 entries: -0.464 0.340 0.289 0.020 0.023 0.014



Stability ranking, top and bottom: run ii is the most stable and run i is the least stable.